Entry 1:
Density functional theory data (wB97M-V/def2-TZVPD) for C28H60BiBrN6O3SSi as an isolated structure at a distorted geometry.

The geometry in ORCA input format:
```
! RIJCOSX wB97M-V def2-TZVPD def2/J DEFGRID3
* xyz 2 1
Bi -0.32 -0.01 0.01
C -3.13 -1.61 1.36
C -3.38 -0.13 1.04
N -2.72 0.26 -0.20
C -3.29 -0.36 -1.40
C -2.21 -0.85 -2.36
N -1.22 -1.64 -1.63
C -1.73 -2.90 -1.07
C -1.36 -3.08 0.40
N -1.71 -1.91 1.20
H -3.48 -1.82 2.37
H -3.71 -2.24 0.69
H -4.46 0.03 0.98
H -2.98 0.48 1.85
H -2.78 1.27 -0.34
H -3.95 -1.18 -1.11
H -3.89 0.37 -1.94
H -2.68 -1.43 -3.16
H -1.71 0.01 -2.80
H -0.42 -1.81 -2.23
H -2.81 -2.92 -1.18
H -1.34 -3.76 -1.63
H -1.85 -3.99 0.77
H -0.28 -3.22 0.48
H -1.25 -1.97 2.10
N 2.08 0.92 1.57
C 2.46 1.99 2.50
C 1.74 1.90 3.85
C 0.30 2.42 3.91
C -0.71 1.55 3.16
N -0.63 1.76 1.70
H 2.41 0.03 1.95
H 2.59 1.06 0.70
H 2.24 2.95 2.03
H 3.53 1.96 2.71
H 2.32 2.48 4.57
H 1.75 0.86 4.19
H 0.26 3.44 3.51
H 0.00 2.47 4.95
H -1.72 1.77 3.50
H -0.49 0.50 3.36
H 0.29 2.13 1.50
H -1.30 2.46 1.39
C 3.40 -5.10 1.39
C 3.08 -4.05 0.38
C 3.59 -4.13 -0.92
C 3.27 -3.14 -1.84
C 2.44 -2.12 -1.42
Br 1.92 -0.75 -2.64
N 1.93 -2.03 -0.20
C 2.26 -2.97 0.67
H 4.41 -5.46 1.25
H 2.72 -5.94 1.27
H 3.30 -4.71 2.40
H 4.23 -4.95 -1.20
H 3.65 -3.17 -2.85
H 1.84 -2.84 1.67
C 0.86 1.95 -5.05
C -0.61 2.13 -5.41
C -0.84 3.49 -6.04
C -1.09 1.02 -6.35
O -1.40 2.00 -4.22
Si -1.60 2.84 -2.87
S -0.23 2.08 -1.29
O -1.18 4.37 -3.03
C -0.94 5.54 -2.23
C 0.50 5.47 -1.72
C -1.14 6.73 -3.16
C -1.91 5.58 -1.05
O -3.07 2.49 -2.28
C -4.36 2.83 -2.86
C -4.24 4.06 -3.76
C -5.28 3.13 -1.67
C -4.86 1.66 -3.70
H 1.49 2.14 -5.92
H 1.05 0.94 -4.70
H 1.14 2.65 -4.26
H -0.27 3.57 -6.96
H -0.55 4.28 -5.36
H -1.90 3.62 -6.28
H -0.58 1.09 -7.30
H -2.16 1.14 -6.52
H -0.91 0.04 -5.92
H 1.19 5.39 -2.55
H 0.62 4.60 -1.08
H 0.72 6.37 -1.16
H -0.44 6.68 -3.98
H -0.98 7.66 -2.62
H -2.15 6.74 -3.56
H -1.79 4.66 -0.46
H -2.94 5.65 -1.39
H -1.69 6.44 -0.42
H -3.80 4.89 -3.22
H -5.23 4.35 -4.11
H -3.62 3.82 -4.61
H -4.89 3.97 -1.10
H -5.36 2.26 -1.02
H -6.27 3.38 -2.03
H -4.02 1.17 -4.19
H -5.54 2.02 -4.47
H -5.41 0.93 -3.10
*
```

- DFT total energy: -5133.220926 Eh
- LUMO level: -4.803 eV
- Frontier orbital gap: 8.947 eV
- ΔE to the lowest compared entry with this formula, charge and spin: 0.709 eV

Here are the Mulliken charges for atoms 1 to 5, given in e:
1. Bi 2.048
2. C -0.942
3. C -0.752
4. N 0.448
5. C -0.037

Entry 2:
Density functional theory data (wB97M-V/def2-TZVPD) for C28H60BiBrN6O3SSi as an isolated structure.

The geometry in ORCA input format:
```
! RIJCOSX wB97M-V def2-TZVPD def2/J DEFGRID3
* xyz 2 1
Bi 0.15 -1.53 -0.38
C -2.72 -3.58 -0.54
C -2.83 -2.50 0.55
N -2.24 -1.23 0.10
C -2.97 -0.56 -1.00
C -2.06 -0.16 -2.17
N -1.05 -1.20 -2.48
C -1.62 -2.40 -3.13
C -1.19 -3.72 -2.50
N -1.35 -3.66 -1.05
H -3.40 -3.35 -1.36
H -3.06 -4.53 -0.12
H -2.27 -2.83 1.43
H -3.88 -2.38 0.82
H -2.14 -0.60 0.89
H -3.43 0.36 -0.64
H -3.77 -1.22 -1.34
H -1.53 0.74 -1.89
H -2.67 0.05 -3.04
H -0.35 -0.78 -3.07
H -1.36 -2.41 -4.19
H -2.71 -2.33 -3.08
H -0.14 -3.92 -2.72
H -1.78 -4.52 -2.96
H -0.83 -4.39 -0.59
N 1.92 -0.58 -1.84
C 3.23 -0.87 -1.18
C 3.68 -2.35 -1.31
C 4.45 -2.92 -0.11
C 3.66 -3.22 1.15
N 2.52 -4.11 0.87
H 2.02 -0.85 -2.82
H 1.72 0.42 -1.80
H 3.14 -0.57 -0.13
H 3.99 -0.25 -1.64
H 4.34 -2.41 -2.18
H 2.81 -2.99 -1.51
H 5.27 -2.24 0.15
H 4.92 -3.86 -0.44
H 3.27 -2.30 1.60
H 4.34 -3.68 1.87
H 2.05 -4.38 1.73
H 2.86 -4.97 0.45
C -1.41 -7.09 5.26
C -1.06 -5.70 4.82
C -0.69 -4.72 5.74
C -0.40 -3.44 5.31
C -0.48 -3.19 3.96
Br -0.10 -1.44 3.27
N -0.82 -4.09 3.05
C -1.11 -5.32 3.49
H -0.89 -7.35 6.17
H -1.16 -7.82 4.49
H -2.48 -7.17 5.45
H -0.62 -4.97 6.79
H -0.13 -2.65 6.01
H -1.39 -6.03 2.72
C 2.89 2.47 -3.06
C 1.50 3.08 -2.87
C 1.63 4.53 -2.45
C 0.69 2.98 -4.16
O 0.80 2.27 -1.87
Si 0.09 2.60 -0.44
S 0.27 0.72 0.69
O 0.87 3.75 0.34
C 1.24 4.16 1.68
C 2.50 3.40 2.06
C 1.50 5.65 1.61
C 0.11 3.85 2.65
O -1.52 2.73 -0.58
C -2.52 3.78 -0.64
C -1.86 5.15 -0.62
C -3.43 3.61 0.57
C -3.30 3.58 -1.94
H 3.51 3.16 -3.63
H 2.84 1.53 -3.61
H 3.37 2.31 -2.09
H 2.07 5.10 -3.27
H 2.27 4.63 -1.57
H 0.66 4.96 -2.21
H 1.22 3.49 -4.96
H -0.28 3.45 -4.03
H 0.54 1.94 -4.45
H 3.29 3.58 1.33
H 2.30 2.33 2.11
H 2.85 3.73 3.04
H 2.31 5.87 0.90
H 1.80 6.02 2.59
H 0.61 6.19 1.29
H -0.07 2.77 2.70
H -0.81 4.35 2.35
H 0.38 4.20 3.65
H -1.30 5.30 0.30
H -2.63 5.93 -0.69
H -1.18 5.26 -1.47
H -2.85 3.70 1.49
H -3.91 2.64 0.57
H -4.20 4.38 0.56
H -2.61 3.54 -2.78
H -3.98 4.42 -2.09
H -3.88 2.66 -1.91
*
```

- DFT total energy: -5133.215567 Eh
- LUMO level: -5.279 eV
- Frontier orbital gap: 8.470 eV
- ΔE to the lowest compared entry with this formula, charge and spin: 0.855 eV

Here are the Mulliken charges for atoms 1 to 5, given in e:
1. Bi 1.815
2. C -0.882
3. C -0.426
4. N -0.372
5. C -0.769

Entry 3:
Density functional theory data (wB97M-V/def2-TZVPD) for C28H60F6N3O4PZn as an isolated structure at a distorted geometry.

The geometry in ORCA input format:
```
! RIJCOSX wB97M-V def2-TZVPD def2/J DEFGRID3
* xyz 2 1
Zn 3.23 0.03 -0.11
C 5.90 0.22 2.71
C 4.77 0.43 1.79
O 3.76 -0.12 1.96
O 4.84 1.23 0.86
H 6.21 1.03 3.37
H 6.77 0.09 2.06
H 5.73 -0.62 3.38
C -0.59 -0.15 1.20
C 0.79 -0.02 0.60
O 1.40 1.06 0.57
O 1.30 -1.06 0.09
H -1.29 -0.08 0.37
H -0.82 0.58 1.98
H -0.66 -1.20 1.46
C -4.45 2.88 -0.63
C -3.48 4.04 -0.23
C -2.08 3.87 -0.92
N -0.87 4.57 -0.25
C -1.00 6.08 -0.42
C -0.57 4.30 1.25
C 0.90 4.58 1.42
C 1.52 4.55 -0.04
C 0.44 4.13 -1.00
H -3.80 2.01 -0.54
H -4.70 2.95 -1.69
H -5.34 2.79 -0.02
H -3.36 4.07 0.85
H -3.75 5.07 -0.46
H -2.20 4.02 -2.00
H -1.89 2.80 -0.82
H -0.92 6.43 -1.45
H -0.20 6.59 0.12
H -1.98 6.26 0.03
H -1.22 4.83 1.94
H -0.58 3.21 1.27
H 1.16 5.59 1.73
H 1.41 3.88 2.07
H 1.93 5.53 -0.29
H 2.41 3.93 0.00
H 0.66 4.55 -1.98
H 0.45 3.04 -1.06
C -2.67 -4.63 3.41
C -1.53 -4.59 2.46
C -0.38 -5.36 3.00
N 0.98 -4.85 2.50
C 1.12 -5.02 0.92
C 2.16 -5.69 3.13
C 3.39 -4.73 3.05
C 2.85 -3.44 3.55
C 1.36 -3.44 3.03
H -2.59 -3.97 4.28
H -2.76 -5.62 3.86
H -3.55 -4.27 2.88
H -1.15 -3.58 2.28
H -1.81 -4.92 1.47
H -0.49 -6.40 2.68
H -0.33 -5.37 4.09
H 0.60 -5.95 0.68
H 2.12 -5.01 0.49
H 0.55 -4.19 0.50
H 2.22 -6.57 2.49
H 1.90 -5.95 4.16
H 3.77 -4.63 2.04
H 4.25 -5.16 3.57
H 3.55 -2.71 3.16
H 2.89 -3.42 4.64
H 1.32 -2.86 2.11
H 0.73 -3.01 3.82
C 1.09 -2.38 -7.34
C 1.06 -1.56 -6.05
C -0.37 -1.50 -5.48
N -0.45 -0.40 -4.34
C 0.55 -0.64 -3.14
C -1.93 -0.47 -3.81
C -2.32 0.92 -3.20
C -1.31 1.91 -3.95
C -0.33 1.04 -4.85
H 0.62 -1.77 -8.11
H 0.55 -3.32 -7.38
H 2.13 -2.43 -7.67
H 1.29 -0.50 -6.08
H 1.65 -2.20 -5.39
H -0.83 -2.46 -5.22
H -0.95 -1.06 -6.29
H 0.24 -0.03 -2.29
H 1.59 -0.51 -3.44
H 0.43 -1.70 -2.90
H -1.94 -1.29 -3.10
H -2.63 -0.83 -4.57
H -2.52 0.88 -2.13
H -3.38 1.09 -3.42
H -0.77 2.58 -3.27
H -1.83 2.53 -4.68
H 0.72 1.34 -4.92
H -0.73 0.98 -5.87
P -2.53 2.76 5.01
F -3.73 1.75 4.72
F -2.53 3.33 3.49
F -3.71 3.77 5.53
F -1.44 3.81 5.62
F -2.68 2.13 6.50
F -1.34 1.62 4.58
*
```

- DFT total energy: -4287.507731 Eh
- LUMO level: -6.889 eV
- Frontier orbital gap: 6.228 eV

Here are the Mulliken charges for atoms 1 to 5, given in e:
1. Zn 0.398
2. C -1.174
3. C 1.222
4. O -0.401
5. O -0.673

Entry 4:
Density functional theory data (wB97M-V/def2-TZVPD) for a 8-piece molecular cluster, C28H60N4O12 overall at a distorted geometry.

The geometry in ORCA input format:
```
! RIJCOSX wB97M-V def2-TZVPD def2/J DEFGRID3
* xyz 0 1
C -18.57 -3.21 17.26
O -19.54 -3.47 17.92
N -18.48 -2.67 16.05
C -17.21 -2.32 15.46
C -19.69 -2.54 15.27
H -17.54 -3.42 17.73
H -16.69 -3.20 15.05
H -16.55 -1.95 16.27
H -17.42 -1.63 14.69
H -19.55 -1.74 14.50
H -20.01 -3.49 14.79
H -20.41 -2.22 16.03
C -13.14 -6.54 16.32
O -12.05 -6.05 16.14
N -13.98 -6.28 17.33
C -15.35 -6.75 17.29
C -13.63 -5.45 18.43
H -13.67 -7.21 15.55
H -16.04 -5.94 17.31
H -15.44 -7.37 18.21
H -15.50 -7.33 16.38
H -13.69 -6.06 19.34
H -12.64 -5.13 18.25
H -14.24 -4.61 18.48
C -9.53 -6.14 10.11
O -9.86 -7.13 9.50
N -8.42 -5.94 10.82
C -8.23 -4.62 11.42
C -7.41 -6.94 10.96
H -10.09 -5.20 10.10
H -9.18 -4.14 11.69
H -7.68 -3.86 10.81
H -7.70 -4.74 12.34
H -6.47 -6.64 10.51
H -7.31 -7.12 12.03
H -7.75 -7.81 10.42
C -19.25 -6.20 16.14
O -18.11 -5.93 15.85
N -19.89 -7.36 15.77
C -21.18 -7.71 16.30
C -19.17 -8.24 14.92
H -19.94 -5.58 16.76
H -21.83 -7.95 15.41
H -21.71 -6.91 16.89
H -21.12 -8.62 16.86
H -18.76 -9.16 15.46
H -19.82 -8.64 14.09
H -18.39 -7.75 14.39
O -10.66 1.41 11.89
C -11.02 0.28 11.90
O -10.35 -0.75 12.56
C -9.32 -0.37 13.46
C -9.76 0.13 14.76
C -12.25 -0.19 11.10
H -8.56 0.32 12.98
H -8.69 -1.29 13.64
H -8.99 0.07 15.51
H -10.52 -0.54 15.16
H -10.13 1.12 14.73
H -12.84 -0.77 11.81
H -11.94 -0.90 10.35
H -12.81 0.64 10.68
O -11.88 -3.96 12.15
C -12.21 -4.04 13.28
O -13.45 -4.40 13.68
C -14.48 -4.36 12.70
C -15.37 -5.60 12.83
C -11.25 -3.75 14.39
H -14.01 -4.13 11.72
H -15.08 -3.43 12.89
H -15.96 -5.64 13.75
H -14.76 -6.50 12.81
H -16.07 -5.58 11.98
H -10.48 -4.50 14.42
H -11.72 -3.72 15.41
H -10.71 -2.83 14.16
O -15.50 -5.67 9.25
C -14.32 -5.50 8.88
O -13.80 -4.28 8.53
C -14.56 -3.08 8.62
C -13.71 -1.85 8.23
C -13.32 -6.61 8.83
H -15.02 -3.00 9.62
H -15.36 -3.17 7.80
H -12.73 -2.02 8.68
H -14.16 -0.91 8.54
H -13.54 -1.87 7.17
H -12.37 -6.32 8.34
H -13.81 -7.38 8.24
H -13.23 -6.93 9.84
O -18.26 -3.00 10.58
C -19.27 -3.60 10.64
O -19.54 -4.87 10.26
C -18.56 -5.44 9.39
C -18.24 -6.86 9.80
C -20.53 -3.04 11.29
H -17.75 -4.74 9.36
H -19.01 -5.60 8.42
H -17.51 -7.41 9.20
H -19.14 -7.51 9.78
H -17.87 -6.96 10.83
H -20.56 -2.03 11.68
H -20.95 -3.77 11.91
H -21.25 -3.03 10.50
*
```

- DFT total energy: -2224.771685 Eh
- LUMO level: 0.499 eV
- Frontier orbital gap: 9.645 eV
- ΔE to the lowest compared entry with this formula, charge and spin: 0.000 eV

Here are the Mulliken charges for atoms 1 to 5, given in e:
1. C 0.132
2. O -0.596
3. N 0.244
4. C -1.118
5. C -0.916